The following is a quantum chemistry calculation of a molecular structure, C23H32N2O4 at a distorted geometry, from the OMol25 dataset.

Its orbital gap is 8.07 eV. The total energy is -1305.267933 Eh. Its energy relative to the best compared isomer or geometry (same formula, charge and spin) is 2382.46 kJ/mol. The calculation puts the LUMO energy at 0.546 eV.

```
! wB97M-V def2-TZVPD RIJCOSX def2/J DEFGRID3
* xyz 0 1
O 1.619 -0.569 3.202
O 0.933 -2.036 -1.240
O 1.324 4.341 -1.099
O -0.754 2.630 -0.695
N -4.027 0.044 0.038
N 2.744 -1.476 1.243
C 2.753 2.606 -0.068
C -5.219 -1.491 1.722
C -2.623 1.764 0.959
C 2.084 -2.443 -0.996
C -2.085 2.177 -0.573
C -1.280 -2.923 -2.089
C 2.085 -0.506 1.630
C 0.592 1.072 0.393
C 0.328 2.254 -0.267
C -2.512 -1.516 1.453
C 2.234 5.194 -1.202
C 2.892 -2.603 2.070
C 1.795 0.600 1.148
C 2.885 1.507 0.821
C 0.417 -3.288 -1.744
C -3.968 1.155 0.648
C -3.936 -1.330 0.573
C 3.045 -1.712 -0.157
C -2.167 0.750 -1.460
C 1.526 3.078 -0.416
C 2.550 -3.819 -1.437
C 1.242 -4.275 -1.944
C -3.481 -0.064 -1.436
H -1.705 -1.606 0.834
H -1.401 -0.201 -0.946
H -5.124 -0.926 2.639
H -2.547 -2.387 1.836
H -2.612 -0.880 2.407
H -5.123 -2.460 1.626
H 3.844 1.364 1.197
H -1.736 -2.877 -1.291
H 1.775 5.946 -1.907
H -0.136 0.554 0.754
H -6.022 -1.242 1.086
H -4.534 2.007 0.251
H 4.102 -1.983 -0.363
H -2.572 2.608 1.376
H 3.139 4.771 -1.609
H 3.938 -2.880 2.221
H -1.446 -3.798 -2.768
H -4.134 0.946 -1.903
H -1.114 -2.020 -2.821
H -1.925 1.115 1.502
H -3.594 -0.861 -1.977
H -3.884 -2.111 -0.070
H -4.343 1.025 1.905
H 3.590 3.548 -0.047
H 1.020 -5.181 -2.374
H 2.375 -3.620 1.567
H -2.740 2.605 -1.104
H 3.426 -4.379 -1.288
H 2.750 5.555 -0.346
H 2.739 -2.648 3.153
H -1.725 0.867 -2.371
H 3.048 -0.470 -0.391
*
```



The following is a quantum chemistry calculation of a single C23H32N2O5 molecule, from the OMol25 dataset.

Its orbital gap is 9.50 eV. The total energy is -1381.419835 Eh. Its energy relative to the best compared isomer or geometry (same formula, charge and spin) is 11.97 kJ/mol. The SMILES is CCOC(=O)[C@H](CCc1ccccc1)N[C@@H](C)C(=O)N1[C@@H]2CCC[C@@H]2C[C@H]1C(=O)O. The calculation puts the LUMO energy at 0.714 eV.

```
! wB97M-V def2-TZVPD RIJCOSX def2/J DEFGRID3
* xyz 0 1
O 1.623 1.820 -0.496
O 1.198 -0.633 -2.360
O -1.216 -0.996 2.157
O -0.266 -0.908 -0.685
O -2.164 0.376 0.669
N 0.131 1.943 1.177
N 2.701 -0.539 0.309
C -1.373 0.104 1.696
C 0.310 4.376 0.685
C -2.240 -4.070 -2.378
C -2.255 -4.037 -0.993
C -1.648 2.453 2.629
C -0.339 5.175 1.815
C -0.660 -0.746 -3.938
C -1.030 -4.101 -3.048
C -1.819 4.820 1.693
C 0.152 -4.074 -0.949
C 2.820 0.796 2.323
C 1.429 -4.082 -0.157
C 2.035 -1.626 -0.405
C -1.069 -4.044 -0.286
C -0.663 1.350 2.234
C 0.158 -4.095 -2.336
C 1.183 1.375 0.552
C 1.659 -2.750 0.562
C -0.526 3.089 0.563
C -1.811 3.324 1.376
C 1.889 0.209 1.254
C 0.838 -1.059 -1.155
C 0.248 0.138 -3.097
H 1.375 -4.875 0.594
H -3.169 -4.072 -2.931
H -2.595 2.036 2.968
H 3.554 1.445 1.852
H 3.073 0.129 -0.365
H -0.041 1.034 3.077
H -2.385 5.044 2.596
H -0.157 6.245 1.721
H 2.756 -1.990 -1.144
H -0.720 2.857 -0.489
H -1.345 -0.124 -4.508
H 2.277 -4.295 -0.812
H -1.087 -4.020 0.793
H 0.051 4.849 2.780
H -0.342 0.729 -2.389
H 1.100 -4.111 -2.867
H 0.256 4.932 -0.251
H 0.846 0.804 -3.721
H 2.479 -2.853 1.274
H 1.355 4.147 0.879
H 3.343 -0.014 2.823
H 2.261 1.370 3.057
H 0.753 -2.477 1.106
H -3.197 -4.014 -0.464
H -1.231 -1.412 -3.295
H 1.169 -0.463 1.719
H -0.069 -1.345 -4.625
H -1.009 -4.128 -4.128
H -1.222 3.041 3.441
H -2.262 5.372 0.863
H -2.696 3.017 0.819
H -2.414 -0.446 0.216
*
```



The following is a quantum chemistry calculation of a single C23H32N4O3S molecule at a distorted geometry, from the OMol25 dataset.

Its orbital gap is 8.34 eV. The total energy is -1738.591846 Eh. Its energy relative to the best compared isomer or geometry (same formula, charge and spin) is 0.00 kJ/mol. The SMILES is C[C@@H]1CCCCN1CCNC(=O)C1CCN(S(=O)(=O)c2cccc3cccnc23)CC1. The calculation puts the LUMO energy at -0.208 eV.

```
! wB97M-V def2-TZVPD RIJCOSX def2/J DEFGRID3
* xyz 0 1
S 3.187 0.554 -1.205
O 3.347 0.383 -2.624
O 4.363 0.705 -0.407
O -1.320 1.306 2.100
N -3.641 0.088 -0.200
N -2.618 2.561 0.743
N 2.261 1.912 -1.021
N 2.485 -0.324 1.637
C -3.956 -0.436 -1.522
C -2.813 -1.347 -1.986
C 2.249 -0.896 -0.664
C -4.554 1.116 0.255
C -2.545 -2.468 -0.990
C 1.148 -2.943 -1.294
C 1.049 2.398 1.087
C 2.057 -1.188 0.701
C 1.806 -1.751 -1.633
C -3.876 2.071 1.251
C 1.233 -2.691 2.415
C 0.954 -3.268 0.021
C 1.707 -1.808 3.345
C -5.318 -1.140 -1.634
C 2.273 2.661 0.210
C 1.043 1.975 -1.783
C 2.325 -0.628 2.894
C -3.406 -0.942 0.798
C -2.261 -1.853 0.374
C -0.252 2.497 0.290
C 1.399 -2.407 1.043
C -1.433 2.045 1.145
C -0.170 1.583 -0.940
H -3.654 1.566 2.191
H 0.732 -3.604 2.707
H -1.082 1.657 -1.536
H 3.186 2.376 0.732
H -0.412 3.530 -0.040
H -1.907 -0.746 -2.084
H 2.689 0.106 3.602
H 1.114 1.399 1.514
H 2.325 3.727 -0.050
H 1.603 -1.992 4.403
H -4.868 1.696 -0.618
H 0.464 -4.191 0.298
H 1.171 1.310 -2.638
H -5.459 0.706 0.735
H -0.064 0.549 -0.605
H -2.121 -2.629 1.128
H -5.378 -1.998 -0.971
H 1.034 3.114 1.910
H 0.919 3.000 -2.155
H -1.691 -3.061 -1.322
H -4.313 -1.542 0.991
H -2.653 3.057 -0.134
H -4.544 2.914 1.452
H -1.345 -1.261 0.325
H -5.469 -1.482 -2.654
H -3.124 -0.449 1.729
H 1.997 -1.498 -2.664
H -3.409 -3.131 -0.925
H -6.124 -0.454 -1.381
H -3.982 0.432 -2.197
H 0.815 -3.604 -2.080
H -3.058 -1.757 -2.968
*
```



The following is a quantum chemistry calculation of a molecular structure, C23H32N4O4 at a distorted geometry, from the OMol25 dataset.

Its orbital gap is 8.35 eV. The total energy is -1414.844524 Eh. Its energy relative to the best compared isomer or geometry (same formula, charge and spin) is 2322.03 kJ/mol. The calculation puts the LUMO energy at 0.360 eV.

```
! wB97M-V def2-TZVPD RIJCOSX def2/J DEFGRID3
* xyz 0 1
O -2.587 0.618 -0.141
O 3.000 0.266 2.664
O -0.434 3.317 -1.743
O 3.200 -5.394 0.173
N -2.362 3.389 -0.338
N 0.278 -4.293 -1.210
N 2.923 -3.285 -0.921
N 0.269 -2.937 -1.571
C -4.301 4.339 0.719
C -0.862 -4.579 -0.988
C -0.813 0.379 -1.457
C -1.499 2.713 -1.030
C -2.742 -3.033 0.149
C -0.800 -2.550 -0.965
C -2.947 -1.710 0.823
C -2.276 -0.816 -0.008
C 3.719 -0.410 1.670
C 1.571 1.457 0.843
C -3.748 2.823 0.271
C -1.595 -3.336 -0.519
C 3.762 -2.415 0.160
C 3.056 -1.603 0.980
C -3.856 5.246 -0.510
C 0.313 0.475 -2.350
C -2.336 4.796 -0.420
C 1.601 -4.938 -1.622
C 2.710 -4.496 -0.931
C -1.119 -1.024 -1.034
C 3.538 2.600 1.971
C -1.712 1.279 -0.928
C 2.548 1.623 2.306
H -2.023 5.044 -1.525
H -4.043 4.596 1.681
H 4.406 -2.053 -0.415
H -1.677 5.416 0.217
H 0.793 0.743 1.008
H 4.279 2.489 3.078
H -1.042 -5.558 -0.429
H -3.174 2.525 1.160
H -3.585 -3.252 -0.602
H 2.006 -1.063 0.589
H 2.183 -2.888 -1.384
H 1.194 2.292 0.864
H 2.165 1.240 0.016
H 4.472 -3.265 0.593
H 2.449 -2.367 1.545
H -3.277 -3.947 0.733
H -3.955 6.224 0.032
H -4.437 5.043 -1.391
H -2.377 -1.769 1.613
H 1.323 -6.029 -1.412
H 0.061 0.331 -3.493
H -4.252 2.241 -0.441
H 4.242 2.355 1.302
H 1.566 -4.949 -2.733
H 4.267 0.007 0.987
H 1.173 -0.175 -2.267
H 3.097 3.403 2.197
H 1.989 1.752 3.043
H 0.648 1.511 -2.313
H 4.429 -1.110 2.229
H -4.052 -1.475 0.816
H -5.344 4.188 0.658
*
```



| no. | highest occupied orbital energy (eV) |
| --- | --- |
| 1 | -7.527 |
| 2 | -8.790 |
| 3 | -8.552 |
| 4 | -7.994 |